# 1
# C63H117N9O9

18 unconnected molecules or ions with the total composition C63H117N9O9 at a distorted geometry (wB97M-V/def2-TZVPD, OMol25).

Values from the calculation:
Total energy   -99063.6042 eV
Kohn-Sham gap   9.24 eV

Geometry as ORCA input:
```
! RIJCOSX wB97M-V def2-TZVPD def2/J DEFGRID3
* xyz 0 1
C 3.57 1.60 5.20
C 4.20 0.24 5.36
O 4.25 -0.56 4.48
C 5.07 0.02 6.54
H 3.02 1.79 4.28
H 4.40 2.30 5.23
H 2.87 1.78 6.05
H 5.13 0.90 7.26
H 6.08 -0.17 6.16
H 4.68 -0.89 7.01
C 3.58 -3.30 2.48
C 3.61 -4.83 2.45
O 3.35 -5.56 3.39
C 4.00 -5.34 1.06
H 3.90 -2.83 3.41
H 2.44 -3.17 2.47
H 4.05 -2.76 1.68
H 3.92 -6.42 0.95
H 5.07 -5.11 0.86
H 3.43 -4.77 0.36
C -4.99 1.60 -3.83
C -3.56 1.02 -3.77
O -3.22 -0.08 -3.37
C -2.44 1.88 -4.29
H -5.23 1.66 -4.90
H -4.99 2.58 -3.40
H -5.73 0.97 -3.26
H -2.28 1.55 -5.34
H -1.55 1.82 -3.65
H -2.72 2.91 -4.40
C -1.88 3.51 -0.27
C -3.29 3.98 -0.07
O -3.58 4.74 0.83
C -4.38 3.45 -1.02
H -1.67 2.81 0.58
H -1.15 4.34 -0.19
H -1.72 2.92 -1.14
H -4.43 4.23 -1.80
H -5.31 3.31 -0.50
H -4.14 2.53 -1.48
C -1.60 -3.30 -3.37
C -0.48 -3.91 -4.12
O 0.47 -3.24 -4.52
C -0.40 -5.39 -4.17
H -2.55 -3.85 -3.48
H -1.69 -2.23 -3.62
H -1.38 -3.29 -2.30
H -1.14 -5.84 -3.53
H 0.58 -5.66 -3.70
H -0.37 -5.85 -5.18
C -2.52 -3.34 0.92
C -1.07 -3.39 1.41
O -0.83 -3.04 2.54
C -0.02 -3.88 0.44
H -2.46 -2.77 0.00
H -3.09 -2.86 1.70
H -2.82 -4.39 0.65
H 0.91 -3.73 0.96
H -0.01 -3.27 -0.43
H -0.27 -4.93 0.07
C -0.14 -0.26 -1.15
C 0.53 -0.70 0.18
O 1.49 -1.46 0.21
C -0.10 -0.22 1.44
H -1.20 -0.22 -1.06
H 0.16 -0.93 -1.95
H 0.29 0.75 -1.34
H 0.39 -0.51 2.34
H -1.13 -0.66 1.48
H -0.34 0.81 1.39
C -0.28 4.17 -5.91
C 0.44 4.88 -7.00
O 0.02 5.95 -7.41
C 1.72 4.21 -7.50
H -1.25 4.70 -5.77
H 0.23 4.04 -4.96
H -0.44 3.12 -6.24
H 1.54 3.27 -8.01
H 2.52 4.12 -6.78
H 2.08 4.85 -8.32
C 1.21 0.32 -4.50
C 2.48 0.31 -5.28
O 3.55 0.57 -4.73
C 2.47 0.01 -6.77
H 1.36 0.33 -3.40
H 0.51 -0.53 -4.71
H 0.71 1.25 -4.70
H 3.39 -0.29 -7.24
H 1.97 0.81 -7.37
H 1.78 -0.83 -6.89
C 2.26 2.06 0.46
C 3.07 2.90 -0.48
C 2.96 2.56 -1.97
C 1.66 2.94 -2.53
N 0.62 3.30 -2.86
H 2.56 2.25 1.50
H 2.44 0.96 0.33
H 1.18 2.27 0.32
H 4.15 2.72 -0.22
H 2.83 3.96 -0.38
H 3.09 1.49 -2.04
H 3.70 3.05 -2.54
C 7.33 -2.53 2.55
C 6.38 -1.46 2.26
C 7.03 -0.08 2.52
C 6.09 1.02 2.41
N 5.26 1.78 2.34
H 6.93 -3.51 2.22
H 7.59 -2.60 3.65
H 8.27 -2.28 2.09
H 5.59 -1.51 2.95
H 6.00 -1.57 1.28
H 7.83 0.11 1.80
H 7.41 -0.11 3.54
C 3.84 -1.15 -1.42
C 4.65 -1.70 -2.63
C 3.83 -2.60 -3.59
C 3.51 -3.88 -2.91
N 3.21 -4.85 -2.35
H 2.98 -0.61 -1.70
H 4.42 -0.51 -0.76
H 3.53 -1.94 -0.77
H 5.51 -2.24 -2.30
H 4.93 -0.84 -3.23
H 4.45 -2.89 -4.42
H 2.91 -2.13 -3.90
C 1.55 5.44 2.88
C 0.19 5.13 2.26
C -0.92 6.05 2.74
C -1.12 5.84 4.14
N -1.28 5.58 5.27
H 1.53 5.31 3.94
H 1.97 6.42 2.66
H 2.23 4.76 2.46
H -0.07 4.09 2.57
H 0.18 5.25 1.15
H -1.86 5.83 2.23
H -0.71 7.12 2.62
C -3.48 -2.61 -6.06
C -4.37 -1.59 -6.81
C -4.18 -1.59 -8.35
C -4.32 -2.86 -9.02
N -4.43 -3.91 -9.45
H -2.40 -2.49 -6.19
H -3.65 -3.70 -6.27
H -3.66 -2.39 -5.00
H -4.12 -0.59 -6.46
H -5.46 -1.76 -6.53
H -3.16 -1.28 -8.54
H -4.93 -0.88 -8.77
C -5.04 0.33 4.36
C -3.73 1.07 4.11
C -3.79 2.06 2.95
C -3.75 1.41 1.63
N -3.69 0.91 0.60
H -5.86 1.03 4.45
H -5.02 -0.35 5.24
H -5.20 -0.33 3.49
H -2.86 0.42 3.84
H -3.37 1.65 4.94
H -2.95 2.71 3.01
H -4.55 2.85 3.02
C -0.74 -1.79 5.63
C 0.68 -1.72 5.03
C 1.77 -2.39 5.86
C 1.96 -1.70 7.10
N 1.99 -1.07 8.07
H -0.80 -1.16 6.52
H -1.08 -2.82 5.84
H -1.52 -1.39 4.98
H 0.91 -0.63 4.88
H 0.72 -2.25 4.10
H 2.69 -2.39 5.23
H 1.47 -3.42 6.05
C -1.98 1.03 7.89
C -1.73 2.56 7.75
C -0.34 2.86 7.06
C -0.20 2.26 5.72
N -0.01 1.86 4.65
H -1.96 0.46 6.97
H -3.03 0.95 8.26
H -1.32 0.53 8.58
H -1.75 3.11 8.72
H -2.52 2.97 7.10
H 0.52 2.54 7.67
H -0.20 3.91 7.01
C -5.95 -3.53 -1.98
C -5.45 -2.35 -1.08
C -6.43 -1.22 -1.00
C -7.76 -1.70 -0.50
N -8.71 -2.03 0.04
H -6.14 -3.19 -3.03
H -6.92 -3.97 -1.58
H -5.19 -4.29 -2.00
H -4.52 -1.98 -1.41
H -5.09 -2.64 -0.06
H -6.67 -0.71 -1.92
H -6.05 -0.39 -0.25
*
```

Mulliken atomic charge list, values in e, 99 entries: C -0.70; C 0.72; O -0.45; C -1.19; H -0.19; H 0.51; H 0.16; H 0.33; H 0.30; H 0.29; C 1.20; C 0.55; O -0.64; C -0.81; H 0.36; H -0.79; H -0.49; H 0.38; H 0.23; H 0.06; C -1.11; C 0.62; O -0.42; C -0.50; H 0.43; H 0.53; H -0.16; H 0.40; H -0.25; H 0.41; C 1.53; C 0.28; O -0.61; C -0.76; H -0.71; H 0.16; H -0.51; H 0.52; H 0.26; H -0.27; C 0.08; C 0.81; O -0.54; C -1.34; H 0.53; H -0.54; H -0.04; H 0.41; H 0.29; H 0.32; C -0.81; C 0.67; O -0.50; C 0.34; H -0.06; H 0.47; H 0.47; H -0.57; H -0.62; H 0.64; C 0.62; C 0.55; O -0.06; C -0.56; H 0.68; H -0.40; H -0.88; H -0.22; H -0.03; H 0.09; C -0.17; C 0.57; O -0.58; C -1.10; H 0.34; H 0.00; H 0.09; H 0.23; H 0.33; H 0.35; C 0.77; C 0.87; O -0.58; C -1.33; H -0.91; H 0.29; H -0.06; H 0.40; H 0.14; H 0.27; C 1.72; C -0.85; C 0.55; C -0.01; N -0.50; H -0.35; H -0.58; H -0.50; H 0.26

***

# 2
# C63H129F9N5O10S2

9 unconnected molecules or ions with the total composition C63H129F9N5O10S2 at a distorted geometry (wB97M-V/def2-TZVPD, OMol25).

Values from the calculation:
Total energy   -141463.9081 eV
Kohn-Sham gap   5.34 eV

Geometry as ORCA input:
```
! RIJCOSX wB97M-V def2-TZVPD def2/J DEFGRID3
* xyz 1 1
C 0.23 -0.06 0.42
C 0.88 -0.13 -0.97
O 1.23 -1.27 -1.34
O 1.09 0.93 -1.54
H -0.28 0.85 0.73
H 1.02 -0.30 1.14
H -0.51 -0.85 0.53
C 7.67 2.82 3.11
C 7.76 3.27 1.61
C 6.75 2.55 0.72
C 5.33 2.84 1.20
N 4.23 2.49 0.22
C 2.87 2.99 0.63
C 2.82 4.46 0.32
C 3.76 4.63 -0.85
C 4.32 3.29 -1.17
C 4.24 0.93 0.05
C 4.30 0.06 1.37
C 4.27 -1.48 0.97
H 7.74 1.73 3.12
H 6.74 3.28 3.42
H 8.50 3.15 3.74
H 8.71 3.04 1.14
H 7.54 4.34 1.57
H 6.81 1.47 0.84
H 7.05 2.82 -0.30
H 5.26 3.91 1.40
H 5.11 2.47 2.21
H 2.16 2.54 -0.06
H 2.69 2.76 1.68
H 1.79 4.81 0.27
H 3.16 4.99 1.21
H 3.36 5.11 -1.74
H 4.66 5.20 -0.63
H 3.70 2.69 -1.83
H 5.33 3.35 -1.59
H 5.15 0.77 -0.54
H 3.33 0.73 -0.52
H 3.58 0.45 2.08
H 5.28 0.28 1.80
H 5.14 -1.69 0.35
H 3.36 -1.58 0.37
H 4.17 -2.17 1.80
C 1.21 -2.91 3.86
C 0.37 -3.54 2.76
C 1.04 -3.67 1.35
C 0.61 -4.96 0.65
N 0.61 -4.96 -0.93
C -0.37 -4.03 -1.60
C -1.74 -4.79 -1.69
C -1.40 -6.28 -1.42
C 0.13 -6.43 -1.26
C 2.05 -4.59 -1.52
C 3.24 -5.54 -1.11
C 4.65 -5.14 -1.53
H 2.13 -3.49 3.77
H 0.84 -2.93 4.89
H 1.52 -1.91 3.56
H -0.60 -3.03 2.75
H 0.17 -4.56 3.08
H 2.12 -3.70 1.48
H 0.97 -2.87 0.62
H -0.43 -5.19 0.90
H 1.16 -5.82 1.03
H -0.05 -3.92 -2.63
H -0.49 -3.05 -1.13
H -1.95 -4.64 -2.74
H -2.53 -4.34 -1.09
H -1.64 -7.03 -2.17
H -1.90 -6.48 -0.47
H 0.52 -6.55 -2.27
H 0.46 -7.20 -0.56
H 2.15 -3.52 -1.32
H 2.03 -4.67 -2.61
H 3.16 -6.53 -1.57
H 3.20 -5.76 -0.05
H 4.67 -5.17 -2.62
H 5.46 -5.86 -1.39
H 4.95 -4.17 -1.13
C -2.00 4.53 2.34
C -1.79 3.58 1.25
C -2.50 3.87 -0.06
C -2.19 2.73 -1.09
N -2.62 3.13 -2.51
C -2.47 1.85 -3.47
C -3.88 1.53 -4.00
C -4.57 2.89 -3.96
C -4.16 3.38 -2.61
C -1.77 4.35 -3.01
C -0.30 3.94 -3.03
C 0.63 4.71 -3.93
H -1.04 4.86 2.74
H -2.64 4.05 3.08
H -2.51 5.42 1.97
H -2.20 2.63 1.59
H -0.73 3.46 1.00
H -2.07 4.83 -0.34
H -3.59 3.99 -0.06
H -2.82 1.86 -0.90
H -1.17 2.34 -1.15
H -1.91 2.30 -4.29
H -1.99 0.94 -3.12
H -3.92 1.10 -5.00
H -4.37 0.82 -3.33
H -4.15 3.47 -4.77
H -5.66 2.86 -4.04
H -4.32 4.44 -2.42
H -4.67 2.90 -1.77
H -1.88 5.24 -2.40
H -2.22 4.63 -3.96
H -0.09 2.87 -3.10
H 0.00 4.08 -2.00
H 0.63 5.75 -3.61
H 0.33 4.70 -4.98
H 1.58 4.18 -3.83
C -3.01 -1.35 2.48
C -3.78 -1.72 3.73
C -3.32 -0.90 4.97
C -4.04 -1.43 6.17
N -3.48 -0.97 7.58
C -1.99 -1.49 7.75
C -2.14 -2.96 7.99
C -3.49 -3.04 8.85
C -4.18 -1.70 8.75
C -3.61 0.54 7.78
C -5.06 1.08 8.25
C -5.00 2.61 8.40
H -3.01 -0.27 2.37
H -3.24 -1.80 1.52
H -1.95 -1.56 2.59
H -3.82 -2.81 3.82
H -4.85 -1.50 3.69
H -3.46 0.16 4.76
H -2.26 -1.13 5.08
H -3.97 -2.52 6.24
H -5.08 -1.13 6.17
H -1.59 -0.99 8.64
H -1.34 -1.28 6.91
H -1.29 -3.37 8.54
H -2.20 -3.52 7.06
H -3.18 -3.21 9.88
H -4.20 -3.84 8.62
H -4.01 -1.13 9.67
H -5.24 -1.82 8.52
H -3.31 1.00 6.84
H -2.90 0.81 8.56
H -5.41 0.55 9.12
H -5.71 0.89 7.39
H -6.02 2.96 8.59
H -4.58 3.05 7.49
H -4.34 2.92 9.21
C -3.27 -2.06 -5.16
C -1.84 -2.01 -4.52
C -1.03 -0.94 -5.24
C 0.43 -1.13 -4.76
N 1.53 -0.16 -5.27
C 1.71 -0.23 -6.83
C 2.41 1.03 -7.29
C 1.81 2.11 -6.33
C 1.21 1.36 -5.10
C 2.87 -0.44 -4.59
C 3.34 -1.93 -4.61
C 4.76 -1.95 -4.05
H -4.00 -2.69 -4.66
H -3.18 -2.38 -6.20
H -3.78 -1.09 -5.13
H -1.35 -2.95 -4.76
H -1.80 -1.79 -3.46
H -1.46 -0.01 -4.86
H -1.19 -1.05 -6.31
H 0.80 -2.15 -4.83
H 0.47 -0.86 -3.70
H 2.07 -1.22 -7.09
H 0.69 -0.11 -7.20
H 3.50 1.07 -7.24
H 2.16 1.33 -8.31
H 2.53 2.88 -6.05
H 1.00 2.69 -6.75
H 1.41 1.74 -4.10
H 0.13 1.42 -5.25
H 2.66 -0.09 -3.58
H 3.62 0.15 -5.09
H 3.25 -2.24 -5.65
H 2.66 -2.51 -3.99
H 5.45 -1.56 -4.79
H 5.09 -2.98 -3.95
H 4.79 -1.41 -3.10
C -6.92 0.15 -0.57
O -6.65 -1.16 -1.21
O -8.23 0.15 -0.17
C -5.75 0.50 0.42
F -5.65 1.87 0.49
F -5.79 0.12 1.73
F -4.53 0.14 0.05
C -6.62 -2.31 -0.35
C -5.80 -3.44 -1.09
H -6.32 -3.57 -2.04
H -4.77 -3.15 -1.29
H -5.97 -4.42 -0.66
H -7.59 -2.73 -0.09
H -6.19 -2.11 0.63
H -6.85 0.82 -1.43
C 5.73 2.60 -4.25
F 6.43 3.70 -3.83
F 5.90 1.64 -3.37
F 4.43 2.94 -4.44
S 6.46 1.96 -5.92
O 6.27 3.16 -6.77
O 7.90 1.73 -5.76
O 5.71 0.71 -6.32
C 0.10 1.53 4.18
F 0.31 2.06 2.93
F -0.35 0.23 4.00
F 1.29 1.49 4.76
S -1.21 2.59 5.31
O -0.93 1.98 6.66
O -0.75 3.98 5.28
O -2.61 2.45 4.88
*
```

Mulliken atomic charge list, values in e, 99 entries: C 0.10; C -0.53; O 0.05; O -0.04; H -0.80; H 0.00; H 0.22; C -1.07; C -0.85; C -0.07; C -1.58; N 0.81; C 0.53; C -1.01; C -1.10; C 0.36; C -0.55; C -0.71; C -1.19; H 0.25; H 0.28; H 0.41; H 0.45; H 0.34; H 0.26; H 0.11; H 1.03; H 0.50; H -1.13; H 0.57; H 0.48; H 0.44; H 0.46; H 0.46; H -0.24; H 0.19; H 0.89; H -0.33; H 0.38; H 0.47; H 0.50; H -0.02; H 0.43; C -1.34; C -0.32; C 1.51; C -2.09; N 1.07; C 0.31; C -0.47; C -0.93; C -0.57; C -0.18; C -0.66; C -1.25; H 0.52; H 0.26; H 0.12; H 0.01; H 0.54; H -0.01; H -0.65; H 0.70; H 0.41; H -0.01; H -0.24; H 0.36; H 0.17; H 0.45; H 0.30; H 0.48; H 0.35; H -0.03; H 0.60; H 0.33; H 0.30; H 0.35; H 0.45; H 0.16; C -1.45; C 2.16; C -1.31; C 0.20; N 0.98; C 0.21; C -0.73; C -0.87; C -0.51; C -1.35; C 1.95; C -1.57; H 0.32; H 0.10; H 0.54; H -0.66; H -0.69; H 0.41; H 0.42; H 0.39